120
Properties=species:S:1:pos:R:3:forces:R:3 method="wB97M-V/def2-TZVPD" smiles="CCOC(=O)OC.CCOC(=O)OC.CCOC(=O)OC.CCOC(=O)OC.CCOC(=O)OC.CCOC(=O)OC.CCOC(=O)OC.CCOC(=O)OC" e_homo_ev=-10.6 relative_energy_ev=1.101 multiplicity=1 gap_ev=11.20
C 2.440 -0.124 0.109 -0.8 0.1 -0.4
C 1.226 -0.110 1.015 0.9 0.4 0.9
O 0.064 0.203 0.264 -0.3 -0.4 -0.7
C -1.054 0.488 0.923 0.2 0.1 0.3
O -1.146 0.585 2.115 -0.3 0.0 0.4
O -2.019 0.683 0.035 -0.1 0.4 -1.2
C -3.305 1.035 0.519 -0.2 -0.4 2.0
H 2.523 -1.093 -0.378 0.4 -0.1 0.1
H 3.295 0.138 0.718 0.4 -0.2 -0.2
H 2.314 0.603 -0.695 0.1 0.2 0.1
H 1.348 0.645 1.794 -0.1 0.1 0.0
H 1.203 -1.067 1.542 -0.7 -0.1 -0.1
H -3.650 0.182 1.108 -0.3 0.0 -0.2
H -4.043 1.287 -0.230 0.5 -0.1 -0.6
H -3.239 1.856 1.238 0.1 0.2 -0.2
C -5.118 0.335 -3.356 0.9 0.7 -0.4
C -4.499 -0.573 -2.336 -0.7 -0.3 0.4
O -5.504 -0.764 -1.296 -0.3 0.0 -0.2
C -5.250 -1.713 -0.410 -0.2 0.7 0.4
O -4.199 -2.269 -0.266 0.5 -0.6 0.0
O -6.329 -1.864 0.365 -0.2 0.1 0.2
C -6.166 -2.704 1.516 0.3 0.0 -0.1
H -5.529 1.217 -2.864 -0.3 -0.1 0.0
H -5.835 -0.095 -4.048 -0.2 -0.2 0.2
H -4.281 0.730 -3.944 -0.1 -0.1 -0.2
H -3.621 -0.089 -1.913 0.0 -0.2 0.1
H -4.245 -1.573 -2.686 0.2 0.2 -0.3
H -5.182 -2.561 1.959 0.1 -0.1 -0.2
H -6.305 -3.742 1.223 0.0 0.0 0.1
H -6.909 -2.400 2.248 -0.2 0.0 -0.2
C 4.627 3.334 5.140 -0.7 1.1 0.4
C 4.503 4.587 4.253 0.7 -1.5 0.5
O 3.267 4.632 3.547 0.0 1.1 0.9
C 3.115 3.836 2.521 0.0 -0.3 -0.3
O 3.938 3.042 2.152 -0.1 -0.5 -0.7
O 1.911 4.105 2.033 -0.4 0.3 -0.3
C 1.344 3.459 0.898 0.5 -0.5 -0.3
H 5.452 3.530 5.828 0.3 -0.4 -0.3
H 4.722 2.442 4.533 0.2 -0.1 0.1
H 3.752 3.262 5.792 -0.1 -0.2 -0.2
H 5.361 4.510 3.580 -0.3 0.6 -0.3
H 4.548 5.475 4.870 -0.1 0.2 -0.2
H 0.549 2.808 1.257 -0.1 0.1 -0.1
H 2.059 2.872 0.322 0.3 -0.1 0.4
H 0.983 4.206 0.195 -0.2 0.2 0.4
C 2.864 0.720 -4.498 -0.4 -0.8 -1.5
C 1.898 -0.228 -3.855 -0.3 -0.5 0.7
O 0.637 0.442 -3.694 0.2 0.8 -0.3
C -0.394 -0.083 -3.060 -0.3 -0.5 0.3
O -1.514 0.308 -3.255 -0.2 0.0 0.1
O -0.055 -1.060 -2.204 0.5 0.1 -0.4
C -1.117 -1.844 -1.691 -0.8 -0.7 0.7
H 2.505 0.955 -5.509 -0.3 0.6 0.4
H 3.747 0.150 -4.790 0.5 0.2 0.8
H 3.024 1.605 -3.897 0.3 0.1 0.0
H 2.261 -0.546 -2.880 0.0 0.0 0.1
H 1.688 -1.125 -4.441 0.3 0.0 -0.1
H -0.804 -2.419 -0.819 0.7 0.0 -0.3
H -1.448 -2.551 -2.449 -0.2 0.1 0.0
H -1.947 -1.284 -1.273 0.0 0.4 -0.6
C 2.854 -4.156 -1.492 0.3 -0.5 -0.8
C 1.402 -4.586 -1.562 0.6 0.8 0.6
O 1.305 -5.880 -0.985 1.3 -0.1 0.1
C 0.130 -6.461 -1.005 -0.4 0.6 -0.1
O -0.886 -5.955 -1.395 -0.6 0.2 -0.4
O 0.260 -7.664 -0.505 0.2 -1.4 0.5
C -0.895 -8.498 -0.668 -0.3 0.6 -0.8
H 3.276 -4.320 -0.503 0.0 0.0 0.0
H 2.982 -3.114 -1.786 -0.2 0.1 0.2
H 3.418 -4.733 -2.233 0.2 0.0 0.3
H 1.057 -4.629 -2.592 -0.3 0.3 0.1
H 0.862 -3.882 -0.929 -0.6 -0.1 -0.4
H -1.766 -7.967 -0.290 -0.1 -0.3 0.2
H -0.721 -9.461 -0.209 0.2 0.1 0.3
H -1.050 -8.642 -1.741 -0.1 -0.1 0.1
C 9.387 -2.917 -1.264 -0.6 -0.6 0.0
C 8.121 -2.144 -1.544 -0.1 0.5 0.4
O 8.225 -0.928 -0.773 1.1 -0.7 0.1
C 7.195 -0.128 -0.713 -0.8 0.2 -0.2
O 6.132 -0.283 -1.251 -0.6 -0.2 -0.4
O 7.511 0.889 0.053 0.6 0.7 0.5
C 6.524 1.881 0.287 -0.8 0.2 0.5
H 9.457 -3.141 -0.200 0.1 0.3 0.1
H 10.275 -2.398 -1.609 0.1 -0.1 0.0
H 9.280 -3.902 -1.729 0.3 0.2 -0.3
H 7.247 -2.696 -1.199 -0.1 0.0 -0.1
H 7.982 -1.853 -2.585 0.1 -0.2 -0.1
H 6.135 2.364 -0.609 0.4 -0.1 -0.2
H 6.976 2.592 0.971 0.1 0.1 -0.2
H 5.648 1.487 0.798 0.0 -0.3 0.0
C -4.285 -0.161 3.917 -0.1 0.6 0.0
C -5.148 0.466 5.005 1.7 0.4 0.1
O -6.041 -0.484 5.568 -0.9 0.2 -0.1
C -5.525 -1.430 6.364 -0.4 0.2 -0.5
O -4.411 -1.453 6.774 0.8 0.0 0.4
O -6.410 -2.385 6.646 0.2 -0.5 0.3
C -7.688 -2.383 6.049 -0.9 1.2 -0.2
H -3.809 0.637 3.344 -0.1 0.0 0.0
H -4.899 -0.752 3.238 0.1 -0.1 0.0
H -3.461 -0.726 4.344 -0.2 -0.4 0.0
H -5.667 1.355 4.654 -0.8 -0.5 -0.1
H -4.467 0.872 5.759 -0.2 -0.3 0.3
H -8.271 -1.524 6.400 0.1 0.0 0.1
H -8.242 -3.266 6.342 0.4 -0.3 0.0
H -7.633 -2.261 4.968 0.1 -0.4 0.0
C -2.696 3.384 -2.120 -0.1 1.2 0.7
C -1.279 3.768 -1.721 0.3 -0.7 -0.2
O -0.628 4.449 -2.806 0.4 -0.6 -0.1
C -0.921 5.715 -2.961 0.1 0.7 0.6
O -1.662 6.373 -2.275 -0.3 0.0 0.0
O -0.189 6.192 -3.957 0.4 -0.5 -0.4
C -0.526 7.468 -4.417 -0.8 1.3 -0.6
H -3.023 4.196 -2.772 -0.2 -0.4 -0.3
H -3.348 3.523 -1.253 0.0 -0.5 0.0
H -2.800 2.402 -2.565 0.1 0.0 -0.1
H -0.622 2.910 -1.588 -0.2 -0.2 0.2
H -1.225 4.379 -0.821 -0.2 0.2 -0.1
H -1.523 7.489 -4.873 0.1 -0.3 0.0
H 0.182 7.735 -5.194 0.2 -0.1 0.1
H -0.564 8.248 -3.656 0.3 -0.3 0.3